1.
C8H8FIO | ωB97M-V with the def2-TZVPD basis set

Structure (ORCA input):
```
! wB97M-V def2-TZVPD RIJCOSX def2/J DEFGRID3
* xyz 0 1
I -4.258 0.066 -0.163
F -2.131 -1.562 1.086
O -1.404 0.629 0.277
C 0.559 1.717 -0.121
C 2.718 0.790 0.436
C -0.058 0.545 0.298
C 2.006 1.943 -0.002
C 0.650 -0.404 0.890
C -1.740 -1.483 -1.274
C 2.035 -0.306 0.896
C -2.336 -0.819 -0.035
H -0.119 2.564 -0.478
H 2.416 2.910 -0.282
H 2.622 -1.170 1.362
H -1.216 -0.719 -1.965
H 0.231 -1.443 1.248
H -1.148 -2.329 -0.952
H 3.804 0.908 0.561
H -2.631 -1.838 -1.783
*
```

Summary:
SMILES = C[C@](F)(I)Oc1ccccc1
Relative energy (zero: lowest compared OMol25 entry of this formula, charge and spin) = 0.0 kcal per mole

Here are the Mulliken charges for atoms 1 to 5, given in e: 0.14, -0.23, -0.46, -0.22, -0.49

=====

2.
C3H3NO2 | ωB97M-V with the def2-TZVPD basis set

Structure (ORCA input):
```
! wB97M-V def2-TZVPD RIJCOSX def2/J DEFGRID3
* xyz 0 1
O -1.547 -0.078 0.123
O 0.213 -1.480 -1.420
N 0.503 2.571 0.524
C -0.185 0.040 0.378
C 0.687 -0.672 -0.665
C 0.177 1.465 0.452
H -1.714 -1.000 -0.110
H 0.097 -0.408 1.349
H 1.769 -0.438 -0.631
*
```

Summary:
SMILES = N#C[C@@H](O)C=O
Relative energy (zero: lowest compared OMol25 entry of this formula, charge and spin) = 41.6 kcal per mole

Here are the Mulliken charges for atoms 1 to 5, given in e: -0.49, -0.44, -0.36, 0.30, 0.02

=====

3.
C29H47AsEuN3O2SSi2Te | ωB97M-V with the def2-TZVPD basis set

Structure (ORCA input):
```
! wB97M-V def2-TZVPD RIJCOSX def2/J DEFGRID3
* xyz -1 8
Eu -0.088 -0.035 -0.244
Te 1.532 2.560 0.816
As -0.137 -1.423 2.996
S -0.219 -0.036 -3.455
Si 1.955 -2.398 3.735
Si -1.543 -3.394 3.147
O -4.320 -0.441 -2.572
O -1.889 1.532 0.743
N -2.823 0.214 -0.909
N 2.078 -1.060 -1.239
N -0.493 -2.470 -1.675
C -6.380 1.333 -0.913
C 1.995 -1.970 5.602
C -4.260 1.790 0.122
C -1.468 -2.431 -2.743
C 3.322 3.971 -1.081
C -0.961 -4.892 2.178
C 1.578 5.775 -2.291
C 1.950 4.017 -0.664
C 3.426 -1.510 2.895
C -5.007 1.099 -0.832
C 1.099 5.021 -1.207
C -1.752 -3.793 4.972
C 2.894 5.679 -2.814
C 3.686 4.740 -2.169
C 2.448 -0.372 -2.468
C -0.253 5.162 -0.603
C 1.526 -0.492 -3.699
C -3.216 -2.968 2.413
C -6.963 2.304 -0.057
C -2.883 1.190 0.035
C -4.805 2.816 0.873
C -4.054 0.198 -1.544
C -1.151 -1.536 -3.928
C -6.180 3.053 0.823
C 0.815 -3.115 -2.013
C 2.028 -2.519 -1.258
C 2.150 -4.224 3.424
C 3.343 6.457 -4.020
C 4.338 3.119 -0.363
H -2.409 -2.057 -2.284
H 4.553 3.505 0.628
H 1.485 -4.783 4.062
H 2.769 -0.783 -0.566
H -0.215 5.381 0.474
H -2.028 -2.873 5.510
H 0.907 6.515 -2.784
H -1.748 -5.656 2.121
H -0.870 -4.136 5.562
H -3.311 -3.230 1.365
H 0.833 -4.205 -1.879
H 4.373 6.212 -4.262
H 3.997 2.094 -0.253
H 0.980 -3.057 -3.086
H -2.146 -1.199 -4.179
H 3.149 -4.512 3.803
H -0.887 -3.089 -0.963
H 4.340 -1.433 3.502
H -8.054 2.452 -0.076
H -1.700 -3.444 -3.154
H 2.065 -4.565 2.402
H 1.416 -1.076 5.856
H -2.549 -4.552 5.105
H -4.049 -3.504 2.866
H 3.110 -0.497 2.615
H 1.934 -2.901 -0.185
H 3.324 7.542 -3.867
H -0.705 -2.068 -4.765
H 4.711 4.591 -2.515
H 2.798 6.208 -4.927
H 1.675 -1.486 -4.118
H -0.111 -5.447 2.620
H 3.460 -0.702 -2.790
H 5.307 3.098 -0.904
H 1.643 -2.775 6.282
H -0.710 -4.753 1.114
H -6.650 3.796 1.457
H -7.011 0.761 -1.609
H 2.602 0.676 -2.184
H -3.465 -1.893 2.457
H -0.763 4.179 -0.671
H -0.880 5.929 -1.073
H 1.898 0.245 -4.416
H -4.131 3.321 1.529
H 2.960 -2.968 -1.689
H 3.744 -2.112 2.037
H 3.045 -1.700 5.818
*
```

Summary:
Energy = -153452.505 eV

Here are the Mulliken charges for atoms 1 to 5, given in e: 0.56, -0.16, -0.07, -0.12, 0.48

=====

4.
C69H92N10O17 | ωB97M-V with the def2-TZVPD basis set

Structure (ORCA input):
```
! wB97M-V def2-TZVPD RIJCOSX def2/J DEFGRID3
* xyz 0 1
O 0.382 -8.326 0.600
O 5.845 4.652 0.849
O -1.167 -2.955 -1.655
O -1.890 5.612 -4.068
O -4.624 -0.215 3.238
O 4.436 6.318 0.817
O -1.557 -3.103 -3.737
O -2.279 0.674 9.910
O 2.623 -1.435 -4.544
O 6.394 -5.140 -1.846
O -1.504 -7.686 -0.322
O 3.583 0.473 -4.825
O -5.422 2.664 0.950
O -0.825 -0.508 10.986
O -1.783 4.660 -2.115
O -0.828 0.161 2.716
O -2.906 -1.384 2.651
N -1.477 5.583 -2.902
N -0.184 -0.008 1.505
N -0.611 -7.562 0.531
N -3.993 -0.814 2.354
N 4.741 5.194 1.131
N -1.370 -0.166 9.927
N -6.298 2.829 -0.127
N 2.633 -0.221 -4.605
N -0.893 -3.446 -2.727
N 6.540 -3.883 -2.391
C -8.634 2.896 -0.987
C -1.838 -5.672 1.613
C 2.156 -6.348 -2.812
C 1.276 1.928 -4.254
C 1.930 0.062 -0.625
C 1.536 -5.973 -1.622
C -1.340 1.834 0.346
C 7.064 -1.050 -3.099
C 0.935 -0.960 1.628
C -0.085 6.516 -1.043
C 0.152 2.614 -4.034
C 0.140 -0.164 -4.217
C -5.470 -1.213 -1.518
C 3.516 2.611 3.588
C -5.910 -0.621 0.788
C -8.159 2.100 1.239
C 0.089 -6.569 2.706
C -7.857 4.679 0.727
C 1.750 -5.788 -4.018
C -2.002 -4.790 2.768
C 7.979 -2.174 -3.492
C 2.044 -0.533 2.620
C -6.785 2.930 -2.556
C 0.036 -5.606 3.749
C 4.005 -3.375 -2.160
C 0.151 -4.457 -2.790
C 0.032 -1.834 8.616
C -1.059 -4.824 3.769
C 2.579 3.331 4.312
C 3.880 4.546 2.106
C -0.071 -1.999 6.289
C -0.813 -6.569 1.626
C -0.926 -0.801 8.637
C -1.051 0.552 -4.021
C -0.533 6.620 -2.376
C 0.545 -2.339 2.161
C -5.693 3.140 -1.404
C 0.712 -4.808 -3.965
C -1.377 -0.332 7.436
C -6.336 -0.793 -0.498
C 7.951 -3.507 -2.684
C -0.941 -0.896 6.268
C 8.848 -3.538 -1.442
C -4.397 2.336 -1.702
C 5.521 -2.849 -1.996
C 0.830 7.405 -0.437
C 1.593 -1.202 0.202
C -4.171 -1.608 -1.185
C 5.727 -2.341 -0.588
C -5.204 4.645 -1.415
C 0.571 -5.054 -1.625
C 2.246 4.654 3.932
C -3.694 -1.363 0.061
C -8.121 3.542 -2.285
C -1.029 1.995 -3.892
C 5.652 -1.593 -2.884
C 0.779 1.013 -0.655
C 1.324 0.520 -4.410
C -0.068 7.708 -3.182
C 0.056 1.250 0.760
C 8.606 -4.527 -3.631
C 0.789 8.632 -2.564
C -7.685 3.160 0.233
C 2.881 5.249 2.782
C 4.247 3.268 2.605
C -4.546 -0.892 1.037
C 0.877 2.339 1.483
C 1.197 8.444 -1.259
C 0.468 -2.416 7.411
H 1.880 9.203 -0.909
H 1.324 -3.081 1.988
H 2.236 -0.094 -1.659
H -3.973 2.698 -2.638
H -8.184 4.629 -2.219
H 5.421 -1.948 -3.888
H -4.614 4.797 -2.319
H 2.134 2.762 5.115
H -6.611 -0.306 1.546
H -2.091 1.092 0.074
H 0.555 -2.058 9.533
H 3.055 -0.505 2.215
H 7.959 -4.635 -4.501
H 1.140 7.259 0.587
H 0.131 -4.799 -0.673
H -9.145 2.311 1.652
H 6.547 -1.641 -0.422
H 1.877 0.455 3.050
H 0.163 -2.448 3.176
H 2.514 -1.782 0.262
H 0.218 -2.377 5.319
H -1.991 0.029 -3.928
H 0.081 -1.223 -4.420
H -4.631 1.272 -1.749
H 1.793 -6.329 -0.636
H 2.230 2.434 -4.274
H -1.916 2.581 -3.700
H -9.640 3.244 -0.753
H -7.562 2.115 2.151
H -7.305 4.938 1.630
H -2.783 -1.924 0.204
H 0.854 -7.330 2.666
H -0.216 -2.745 1.495
H -5.309 1.714 1.033
H 2.606 6.243 2.462
H -8.916 4.917 0.829
H 5.849 -3.204 0.066
H 1.327 -3.069 7.368
H 8.708 -5.470 -3.094
H 8.906 -4.519 -0.971
H 4.843 -1.752 -0.348
H 8.323 -2.939 -0.698
H 4.986 2.654 2.113
H 0.396 2.561 2.435
H -1.180 -4.143 4.599
H -1.254 2.477 -0.530
H 2.967 -7.060 -2.854
H 7.028 -0.354 -3.938
H 3.820 1.605 3.837
H -6.141 5.188 -1.538
H -2.096 0.474 7.447
H -7.404 5.414 0.062
H -0.407 7.936 -4.182
H -2.748 -4.010 2.745
H -4.714 5.066 -0.537
H -8.152 1.055 0.930
H 9.609 -4.171 -3.869
H 2.831 0.473 -0.171
H 8.926 -1.684 -3.267
H 1.022 1.968 -1.120
H 1.887 1.973 1.663
H 0.790 -5.675 4.519
H -1.786 2.428 1.143
H 7.871 -2.427 -4.546
H 3.894 -4.260 -1.534
H -7.307 -0.390 -0.742
H 3.219 -2.714 -1.796
H 0.017 0.533 -1.269
H 3.690 -3.597 -3.180
H 9.821 -3.101 -1.666
H -6.396 3.390 -3.465
H -3.754 2.536 -0.845
H -2.579 -5.632 0.829
H 2.036 -1.223 3.464
H 2.101 -6.243 -4.932
H 0.223 3.691 -4.079
H 0.863 3.218 0.838
H -3.576 -2.185 -1.878
H 6.688 -5.019 -0.940
H -8.878 1.865 -1.241
H 0.312 -4.472 -4.911
H 5.005 -0.787 -2.537
H 7.338 -0.497 -2.201
H -5.917 -1.280 -2.499
H 1.529 5.174 4.550
H -6.930 1.863 -2.726
H -8.686 3.355 -3.198
H 1.190 9.461 -3.129
H -1.276 -0.618 5.279
H 1.025 -1.878 -0.438
H -0.459 5.738 -0.393
H -1.664 -0.297 2.602
*
```

Summary:
SMILES = O=[N+]([O-])c1ccccc1.O=[N+]([O-])c1ccccc1.O=[N+]([O-])c1ccccc1.O=[N+]([O-])c1ccccc1.O=[N+]([O-])c1ccccc1.O=[N+]([O-])c1ccccc1.O=[N+]([O-])c1ccccc1.CC1(C)CCCC(C)(C)N1O.CC1(C)CCCC(C)(C)N1O.CC1(C)CCCC(C)(C)N1O
Energy = -122726.828 eV

Here are the Mulliken charges for atoms 1 to 5, given in e: -0.60, -0.59, -0.26, -0.60, -0.65

=====

5.
C3H5NOS | ωB97M-V with the def2-TZVPD basis set

Structure (ORCA input):
```
! wB97M-V def2-TZVPD RIJCOSX def2/J DEFGRID3
* xyz 0 1
S -0.701 1.635 0.982
O -1.320 1.608 2.325
N -1.344 0.219 0.245
C 0.117 -0.216 -1.589
C 0.792 -0.597 -0.279
C -0.081 -0.150 0.896
H 1.074 -1.747 -0.011
H -0.505 -0.873 -2.204
H 1.700 0.117 -0.188
H 0.464 0.701 -2.023
H -0.197 -0.697 1.847
*
```

Summary:
Relative energy (zero: lowest compared OMol25 entry of this formula, charge and spin) = 155.8 kcal per mole

Here are the Mulliken charges for atoms 1 to 5, given in e: 0.43, -0.56, -0.43, -0.46, -0.25

=====

6.
C4H7O2 | ωB97M-V with the def2-TZVPD basis set

Structure (ORCA input):
```
! wB97M-V def2-TZVPD RIJCOSX def2/J DEFGRID3
* xyz -1 1
O -0.282 0.383 2.084
O -2.073 1.328 1.098
C -0.044 1.101 -0.162
C 0.811 -0.109 -0.492
C 0.085 -1.443 -0.349
C -0.878 0.940 1.151
H -0.728 -1.475 -1.078
H 1.246 -0.079 -1.492
H -0.758 1.288 -0.972
H 0.755 -2.278 -0.557
H 1.718 -0.120 0.136
H 0.545 2.001 0.012
H -0.398 -1.536 0.622
*
```

Summary:
SMILES = CCCC(=O)[O-]
Relative energy (zero: lowest compared OMol25 entry of this formula, charge and spin) = 1.2 kcal per mole

Here are the Mulliken charges for atoms 1 to 5, given in e: -0.70, -0.76, -0.48, -0.36, -1.13

=====

7.
C16H14CoN5O3S2 | ωB97M-V with the def2-TZVPD basis set

Structure (ORCA input):
```
! wB97M-V def2-TZVPD RIJCOSX def2/J DEFGRID3
* xyz 2 5
Co 1.046 -0.440 -0.353
S 0.685 -3.322 1.060
S -1.873 6.097 -2.228
O 0.367 -1.819 0.758
O 3.437 -0.701 -0.068
O 2.546 -1.542 -1.850
N 3.405 -1.325 -1.069
N -0.129 0.320 -1.788
N -0.924 5.697 -0.982
N 1.051 1.445 0.305
N -1.983 4.660 -2.959
C 0.845 -3.405 2.847
C -0.667 -0.292 -2.845
C -1.422 0.389 -3.794
C -1.096 2.393 -2.524
C 1.543 3.292 1.735
C -0.927 -4.137 1.031
C -1.640 1.742 -3.634
C -1.386 -4.285 2.479
C -0.338 1.646 -1.636
C 0.791 4.134 0.941
C -0.118 -4.510 3.290
C 0.152 3.618 -0.188
C 0.303 2.268 -0.463
C -1.264 3.813 -2.230
C -0.668 4.398 -1.110
C 1.658 1.953 1.382
H -0.497 -1.358 -2.927
H -2.095 -5.106 2.564
H -1.544 -3.507 0.391
H -0.268 -4.446 4.367
H 2.045 3.657 2.618
H -1.889 -3.373 2.803
H -2.221 2.301 -4.355
H 1.891 -3.549 3.103
H 0.695 5.186 1.180
H 2.255 1.266 1.968
H -0.751 -5.090 0.531
H 0.307 -5.496 3.090
H -1.829 -0.145 -4.639
H 0.511 -2.426 3.198
*
```

Summary:
Energy = -89692.751 eV

Here are the Mulliken charges for atoms 1 to 5, given in e: 0.36, 0.30, 0.26, -0.53, -0.29

=====

8.
C10H9NO | ωB97M-V with the def2-TZVPD basis set

Structure (ORCA input):
```
! wB97M-V def2-TZVPD RIJCOSX def2/J DEFGRID3
* xyz 0 1
O 0.942 -1.710 2.095
N -0.745 -0.945 0.269
C 2.078 1.102 -0.828
C 3.058 0.547 0.052
C -1.663 0.734 -1.164
C 0.537 -0.345 0.268
C -0.349 1.407 -1.210
C -3.324 -1.016 -0.020
C -1.901 -0.438 -0.374
C 2.779 -0.513 1.004
C 1.437 -0.904 1.110
C 0.817 0.635 -0.679
H -3.902 -1.765 -0.744
H -2.501 1.218 -1.851
H 0.077 2.548 -1.464
H -0.061 -1.465 2.383
H 4.012 1.348 0.067
H 3.582 -0.886 1.438
H -3.300 -1.415 1.119
H 2.341 2.046 -1.361
H -3.915 -0.185 -0.109
*
```

Summary:
SMILES = Cc1ccc2cccc(O)c2n1
Relative energy (zero: lowest compared OMol25 entry of this formula, charge and spin) = 99.1 kcal per mole

Here are the Mulliken charges for atoms 1 to 5, given in e: -0.61, -0.56, -0.63, -0.30, -0.22

=====

9.
C30H22F6NO2PTi | ωB97M-V with the def2-TZVPD basis set

Structure (ORCA input):
```
! wB97M-V def2-TZVPD RIJCOSX def2/J DEFGRID3
* xyz 2 1
Ti -1.388 0.406 -0.659
P 0.953 -0.485 -0.970
F -3.985 0.418 -2.322
F -4.680 2.418 -2.164
F -0.612 3.711 -2.571
F -2.454 4.153 -1.541
F -1.041 2.696 -0.708
F -3.400 1.590 -0.576
O -2.536 -1.249 -0.482
O -1.444 0.915 -2.368
N -1.428 0.733 1.360
C 1.517 -2.810 -2.577
C 1.816 -1.623 3.408
C -1.455 -1.511 -1.004
C -1.492 2.118 4.544
C -0.216 -4.500 -2.887
C 2.368 1.343 -2.464
C 1.982 -0.318 2.951
C 4.760 1.359 -2.651
C 0.625 -2.050 -1.853
C -2.296 2.027 -2.633
C -0.685 -2.513 -1.665
C 1.084 -4.032 -3.092
C 3.527 1.898 -2.987
C -1.119 -3.743 -2.164
C -2.526 2.303 -4.096
C -1.523 0.789 2.505
C -1.618 3.209 -1.893
C -1.622 2.188 5.917
C -1.897 1.036 6.647
C -3.645 1.650 -1.965
C -1.914 -0.288 4.648
C 3.693 -0.290 -1.258
C 2.453 0.248 -1.604
C 1.183 -2.323 1.191
C 1.421 -2.622 2.531
C 1.344 -1.019 0.731
C -1.643 0.876 3.922
C 1.747 -0.017 1.621
C -2.041 -0.198 6.019
C 4.845 0.267 -1.791
H 5.665 1.793 -3.058
H 1.308 -3.641 2.882
H -2.698 1.355 -4.599
H 3.468 2.750 -3.653
H 3.761 -1.128 -0.572
H 5.813 -0.144 -1.530
H -1.283 3.004 3.958
H 1.777 -4.637 -3.666
H -1.511 3.139 6.420
H -2.024 -1.237 4.137
H 2.010 -1.861 4.447
H -3.394 2.947 -4.234
H -2.004 1.101 7.723
H 1.890 0.999 1.270
H 1.403 1.757 -2.727
H -2.257 -1.084 6.601
H 0.891 -3.119 0.517
H -0.521 -5.450 -3.307
H 2.309 0.459 3.632
H -1.653 2.780 -4.532
H -2.140 -4.072 -2.015
H 2.532 -2.470 -2.745
*
```

Summary:
Relative energy (zero: lowest compared OMol25 entry of this formula, charge and spin) = 0.0 kcal per mole

Here are the Mulliken charges for atoms 1 to 5, given in e: -0.43, 2.05, -0.21, -0.23, -0.24

=====

10.
C6H5F3N3O | ωB97M-V with the def2-TZVPD basis set

Structure (ORCA input):
```
! wB97M-V def2-TZVPD RIJCOSX def2/J DEFGRID3
* xyz 1 1
F 6.071 0.189 0.709
F 1.262 -1.388 -0.203
F 1.136 -0.150 -1.898
O 5.145 -0.195 -2.362
N -1.757 -0.200 -1.621
N 0.352 -1.081 -1.197
N -1.301 -0.943 0.550
C 4.982 0.054 -1.277
C -3.039 -0.207 -1.387
C -0.930 -0.647 -0.684
C 4.836 0.450 0.089
C -2.588 -1.001 0.790
C -3.555 -0.684 -0.173
H -3.668 0.048 -2.215
H -4.724 -0.662 -0.061
H 4.874 1.584 -0.126
H -2.831 -1.114 1.860
H 4.078 -0.038 0.723
*
```

Summary:
Relative energy (zero: lowest compared OMol25 entry of this formula, charge and spin) = 49.1 kcal per mole

Here are the Mulliken charges for atoms 1 to 5, given in e: -0.18, -0.18, -0.20, 0.06, -0.50